ORCA calculation (ωB97M-V/def2-TZVPD) on one molecule with the formula C16H24O at a distorted geometry.

ORCA input file:
```
! wB97M-V def2-TZVPD RIJCOSX def2/J DEFGRID3
* xyz 0 1
C 0.76 -2.83 -2.73
C 0.54 -1.73 -1.55
C 1.69 -0.96 -1.11
C 1.62 -0.10 -0.03
C 2.80 0.46 0.68
C 3.01 1.87 0.13
C 3.44 2.06 -1.31
C 3.90 2.63 1.16
C 0.33 0.19 0.54
O 0.10 1.00 1.57
C -0.83 -0.44 0.03
C -2.17 -0.18 0.69
C -3.36 0.30 -0.29
C -4.59 0.04 0.62
C -4.30 -1.04 1.62
C -2.80 -1.39 1.43
C -0.70 -1.35 -1.00
H 0.03 -2.64 -3.48
H 1.75 -2.74 -3.24
H 0.72 -3.88 -2.31
H 2.66 -1.24 -1.48
H 2.55 0.57 1.78
H 3.65 -0.16 0.50
H 2.17 2.45 0.18
H 3.29 3.03 -1.67
H 4.45 1.75 -1.46
H 2.88 1.31 -1.88
H 4.46 3.39 0.70
H 4.68 1.89 1.50
H 3.40 3.10 1.94
H -0.92 1.03 1.68
H -2.09 0.50 1.49
H -3.36 -0.30 -1.22
H -3.30 1.29 -0.56
H -4.82 1.00 1.12
H -5.43 -0.34 0.08
H -4.83 -2.01 1.33
H -4.60 -0.84 2.64
H -2.86 -2.30 0.79
H -2.35 -1.52 2.39
H -1.54 -1.86 -1.27
*
```

Summary:
- E_LUMO: 0.76 eV
- Largest force on an atom: 3.56 eV/A
- SMILES string: Cc1cc(CC(C)C)c(O)c(C2CCCC2)c1
- Relative energy (zero: lowest compared OMol25 entry of this formula, charge and spin): 3.44 kcal per mole